[1]
Molecular formula: C6H9NO
Method: DFT, the ωB97M-V functional and the def2-TZVPD basis

E_LUMO ... 0.820 eV
Energy above the lowest of the compared OMol25 structures with the same formula, charge and spin ... 26.6 kcal/mol
SMILES string ... CC1=C(C)N=COC1
Spin multiplicity ... 1
E_tot ... -9904.449 eV
HOMO-LUMO gap ... 8.93 eV

Last column: natural (NBO) charge in e.
Positions of all 17 atoms, in Å:
C 1.23525 0.45187 -1.14374  -0.087
C -1.71571 -0.42825 1.25477  -0.649
C 1.35848 -0.02436 1.32481  -0.635
C -0.83460 -0.11958 0.08155  0.164
C 0.49630 0.02043 0.09795  -0.083
C -0.81887 0.06819 -2.17701  0.446
O 0.44239 0.49020 -2.33342  -0.477
N -1.52891 0.00589 -1.12541  -0.531
H 2.06239 -0.25389 -1.34330  0.176
H 1.67404 1.45359 -1.01678  0.184
H -1.30224 -0.05774 -3.14204  0.167
H -1.66289 -1.48363 1.50703  0.222
H -2.74402 -0.20230 0.98492  0.235
H -1.42819 0.15204 2.12264  0.214
H 1.63844 1.00007 1.63011  0.216
H 2.28830 -0.57142 1.11910  0.213
H 0.83985 -0.50110 2.15882  0.225

[2]
Molecular formula: C7H9N3S
Method: DFT, the ωB97M-V functional and the def2-TZVPD basis

E_LUMO (alpha / beta) ... -0.724 / -0.728 eV
Energy above the lowest of the compared OMol25 structures with the same formula, charge and spin ... 118.3 kcal/mol
Spin multiplicity ... 1
E_tot ... -22705.988 eV
HOMO-LUMO gap (alpha / beta) ... 6.90 / 6.89 eV

Last column: natural (NBO) charge in e.
Positions of all 20 atoms, in Å:
C -0.87908 2.08472 -0.31400  0.247
C -1.50717 -2.47348 -1.98564  -0.060
C -0.45093 -1.64491 -1.94807  -0.115
C -1.03637 -2.26910 0.09918  0.196
C 2.03367 1.55051 0.55695  -0.748
C -1.68560 1.24972 0.38153  -0.701
C 0.44077 -0.52938 0.06631  -0.131
N -0.05919 2.49577 -1.03868  -0.508
N -1.80532 -2.89246 -0.76857  -0.436
N -0.21731 -1.46937 -0.59095  -0.390
S 1.45115 0.49970 -0.78124  0.563
H -1.79944 -3.07421 -2.83382  0.215
H -0.12048 -0.91690 -2.69118  0.235
H -0.81805 -2.45427 1.10706  0.197
H 2.13153 0.95144 1.45730  0.225
H 1.33289 2.34566 0.57650  0.268
H 3.11367 1.82016 0.36873  0.246
H -1.76420 1.38101 1.46973  0.226
H -2.63129 0.96724 -0.21277  0.243
H 0.57523 -0.66464 1.11002  0.228

[3]
Molecular formula: C6H10NO
Method: DFT, the ωB97M-V functional and the def2-TZVPD basis

E_LUMO ... 3.940 eV
Energy above the lowest of the compared OMol25 structures with the same formula, charge and spin ... 37.3 kcal/mol
Total charge ... -1
SMILES string ... CC1(C)CC=CN1[O-]
Spin multiplicity ... 1
E_tot ... -9918.425 eV
HOMO-LUMO gap ... 5.80 eV

Last column: natural (NBO) charge in e.
Positions of all 18 atoms, in Å:
C 1.69337 -1.00789 -0.93665  -0.539
C 2.24556 -0.24696 0.15433  0.062
C 0.19296 -0.86633 -0.87034  -0.413
C 0.05165 0.18026 0.25246  0.092
C -0.48150 1.43593 -0.41691  -0.593
C -0.98767 -0.27667 1.25083  -0.602
N 1.31213 0.36719 0.84467  -0.130
O 1.41487 1.48636 1.85661  -0.777
H 2.15953 -1.99973 -1.13531  0.173
H 3.21655 -0.03324 0.38618  0.188
H -0.20703 -0.43852 -1.73458  0.185
H -0.40721 -1.74245 -0.51015  0.171
H -0.90888 2.26498 0.15703  0.206
H -1.17856 1.22485 -1.29477  0.170
H 0.31257 1.88228 -0.85837  0.209
H -0.86847 -1.28293 1.47663  0.184
H -1.98818 -0.15075 0.97594  0.184
H -0.87288 0.24010 2.21742  0.230

[4]
Molecular formula: C4H12N2O
Method: DFT, the ωB97M-V functional and the def2-TZVPD basis

E_LUMO ... 0.937 eV
Energy above the lowest of the compared OMol25 structures with the same formula, charge and spin ... 35.3 kcal/mol
SMILES string ... C[C@@H](N)CNCO
Spin multiplicity ... 1
E_tot ... -9369.664 eV
HOMO-LUMO gap ... 9.94 eV

Last column: natural (NBO) charge in e.
Positions of all 19 atoms, in Å:
C -0.29540 0.13604 0.63050  -0.223
N 0.95126 0.35549 -0.05667  -0.671
C 2.03711 -0.56044 0.16863  0.100
O 3.29705 0.13272 0.26430  -0.736
C -1.46753 -0.29054 -0.25581  -0.061
C -2.69100 -0.54100 0.61978  -0.614
N -1.80300 0.76470 -1.25836  -0.837
H -0.16608 -0.62947 1.39718  0.201
H -0.57708 1.04115 1.16644  0.181
H 0.92365 0.69871 -1.00816  0.367
H 1.91119 -0.96608 1.16414  0.167
H 2.17524 -1.31991 -0.60950  0.143
H 3.15900 1.00599 -0.11477  0.466
H -1.22068 -1.18496 -0.84315  0.182
H -3.10191 0.40830 0.94797  0.213
H -3.49253 -1.01475 0.06101  0.218
H -2.44692 -1.22025 1.44007  0.202
H -1.36453 0.52624 -2.14029  0.354
H -1.37811 1.64274 -0.97641  0.349

[5]
Molecular formula: C4H10N2O2
Method: DFT, the ωB97M-V functional and the def2-TZVPD basis

E_LUMO ... 0.802 eV
Energy above the lowest of the compared OMol25 structures with the same formula, charge and spin ... 124.2 kcal/mol
SMILES string ... C/C(O)=N/CCNO
Spin multiplicity ... 1
E_tot ... -11381.517 eV
HOMO-LUMO gap ... 8.96 eV

Last column: natural (NBO) charge in e.
Positions of all 18 atoms, in Å:
C -1.28336 -0.91674 1.04109  -0.214
C -1.78978 0.00295 -0.04303  -0.278
C 1.59055 0.05933 -1.67338  -0.668
N 0.44080 -0.66167 1.07768  -0.302
C 0.43903 0.36600 -0.75097  0.630
O 0.95227 0.11715 2.17327  -0.591
O 0.53305 1.67245 -0.27203  -0.767
N -0.74724 -0.14242 -1.07167  -0.624
H 1.31705 0.93033 1.78232  0.482
H -0.24633 2.19574 -0.49149  0.497
H 0.81747 -1.59281 1.25178  0.359
H -1.39427 -1.96684 0.77446  0.206
H -1.59589 -0.68009 2.05498  0.210
H -2.73568 -0.35584 -0.45751  0.215
H -1.89642 1.02770 0.32341  0.163
H 1.63058 -1.01660 -1.85693  0.228
H 2.52217 0.41138 -1.22467  0.215
H 1.44598 0.54997 -2.63732  0.239

[6]
Molecular formula: C7H9O
Method: DFT, the ωB97M-V functional and the def2-TZVPD basis

E_LUMO ... -6.312 eV
Energy above the lowest of the compared OMol25 structures with the same formula, charge and spin ... 110.1 kcal/mol
Total charge ... +1
Spin multiplicity ... 1
E_tot ... -9438.589 eV
HOMO-LUMO gap ... 6.58 eV

Last column: natural (NBO) charge in e.
Positions of all 17 atoms, in Å:
C -0.95727 -2.78352 -0.98689  -0.303
C 0.16009 -1.94645 -1.14892  -0.318
C -1.86787 -2.03600 -0.34684  0.124
C -0.23589 -0.77365 -0.47859  0.385
C 0.64267 1.19299 0.36628  0.593
C -0.08815 2.37297 0.01301  -0.835
C 1.63820 1.16889 1.33833  -0.832
O -1.47709 -0.82490 -0.02594  -0.424
H -1.02239 -3.65455 -1.54086  0.258
H 1.18834 -2.08925 -1.38323  0.257
H -2.96949 -2.39960 -0.11464  0.240
H 0.30904 3.26872 0.60665  0.252
H 0.08151 2.58812 -1.06275  0.338
H -1.16408 2.32112 0.07792  0.331
H 1.65458 0.27285 1.86498  0.297
H 2.71242 1.31648 0.83694  0.364
H 1.39538 2.00578 1.98455  0.274